{"formula": "C28H31BrF4HgN3SeSi", "method": "wB97M-V/def2-TZVPD", "symbols": ["Hg", "C", "N", "C", "C", "C", "N", "C", "C", "F", "C", "F", "C", "C", "F", "C", "F", "H", "H", "H", "H", "H", "H", "H", "H", "H", "H", "H", "Br", "C", "C", "C", "C", "C", "C", "C", "C", "C", "C", "H", "H", "H", "H", "H", "H", "C", "C", "C", "N", "C", "C", "H", "H", "H", "H", "H", "C", "Si", "C", "C", "Se", "H", "H", "H", "H", "H", "H", "H", "H", "H"], "positions_angstrom": [[-0.05216, 0.45272, 0.04023], [-0.23156, -0.16153, 3.62251], [-1.20277, -0.38586, 2.56432], [-2.47057, 0.21567, 2.93224], [-1.39751, -1.79954, 2.27614], [-0.15846, -2.58232, 1.87704], [0.48682, -2.05525, 0.69070], [1.42087, -2.79016, 0.08999], [2.18774, -2.23795, -0.98846], [1.96694, -0.96217, -1.34335], [3.18668, -2.90436, -1.64354], [3.86229, -2.25820, -2.61657], [3.55161, -4.20949, -1.33979], [2.84633, -4.77753, -0.30332], [3.15232, -6.04497, 0.07474], [1.84803, -4.12575, 0.38493], [1.29621, -4.83205, 1.41637], [-0.52005, -0.68667, 4.55358], [-0.16669, 0.90796, 3.83089], [0.75604, -0.48950, 3.31266], [-2.86531, -0.21221, 3.87374], [-3.21247, 0.05076, 2.14720], [-2.34159, 1.29208, 3.06942], [-2.11844, -1.85616, 1.45657], [-1.84342, -2.31097, 3.15254], [-0.51491, -3.60737, 1.75042], [0.54197, -2.59879, 2.72478], [4.34510, -4.72724, -1.85715], [-0.53524, 3.53011, -0.44178], [0.69076, 3.82975, 1.00407], [0.73025, 5.15823, 1.46482], [1.55982, 5.48591, 2.51851], [2.36397, 4.50110, 3.10288], [2.37182, 3.15920, 2.61877], [3.23703, 2.19657, 3.17447], [3.27852, 0.88613, 2.67863], [2.41662, 0.50934, 1.66534], [1.50152, 1.41782, 1.10880], [1.47991, 2.76995, 1.53781], [0.10912, 5.90687, 0.98792], [1.58890, 6.50807, 2.88269], [3.01122, 4.74674, 3.93947], [3.87767, 2.49831, 3.99774], [3.97578, 0.15865, 3.08744], [2.45068, -0.51051, 1.30168], [-5.37059, 0.13433, 0.09700], [-4.80351, 1.38985, 0.21568], [-3.42376, 1.50987, 0.11280], [-2.62481, 0.47553, -0.09576], [-3.17394, -0.72572, -0.25265], [-4.54233, -0.94255, -0.15348], [-6.44310, -0.00038, 0.17024], [-5.41184, 2.27096, 0.36658], [-2.93522, 2.47714, 0.18688], [-2.49234, -1.53547, -0.48725], [-4.94100, -1.93950, -0.28779], [1.62084, -0.60380, -4.85624], [-0.19197, -0.14218, -4.66603], [-1.11733, -0.99685, -6.08030], [-0.35761, 1.70917, -5.00018], [-1.09805, -0.75830, -2.74702], [1.97782, -0.46515, -5.88586], [1.76539, -1.65197, -4.57510], [2.24257, -0.00011, -4.18629], [-0.73027, -0.70459, -7.06738], [-2.18124, -0.74036, -6.03227], [-1.03197, -2.08435, -5.98011], [-0.17971, 1.95502, -6.05680], [0.34989, 2.27817, -4.38598], [-1.36732, 2.03586, -4.73075]], "atomic_forces_ev_per_a": [[0.119, -0.359, -0.465], [-0.013, 0.050, -0.047], [-0.155, -0.084, 0.243], [-0.022, -0.030, -0.014], [0.046, 0.101, -0.078], [0.158, 0.118, -0.128], [-0.163, 0.037, -0.215], [-0.103, -0.024, 0.165], [0.001, 0.026, 0.049], [0.036, 0.091, -0.020], [-0.079, -0.089, 0.077], [0.057, 0.066, -0.117], [0.083, -0.016, -0.051], [0.004, 0.072, -0.016], [0.016, -0.121, 0.053], [0.027, 0.090, 0.023], [-0.084, -0.056, 0.051], [-0.013, 0.000, -0.025], [0.043, -0.019, -0.041], [0.029, -0.002, 0.004], [0.016, 0.012, 0.020], [0.085, -0.024, 0.323], [-0.015, -0.031, -0.018], [0.052, -0.139, 0.252], [-0.034, 0.007, 0.044], [-0.006, -0.101, 0.001], [-0.022, -0.096, 0.075], [-0.052, 0.017, -0.001], [0.092, 0.213, -0.093], [0.014, -0.058, 0.148], [-0.040, -0.016, 0.014], [0.058, -0.171, 0.017], [-0.080, 0.010, -0.036], [0.105, 0.086, 0.097], [-0.187, -0.118, -0.167], [0.043, 0.130, 0.052], [0.186, 0.189, 0.021], [-0.231, 0.023, 0.067], [0.045, 0.005, -0.122], [0.021, -0.034, 0.027], [-0.004, -0.011, 0.005], [0.021, -0.004, -0.038], [0.033, 0.009, -0.033], [-0.022, 0.077, 0.004], [-0.094, -0.001, 0.018], [-0.088, 0.030, -0.050], [0.063, 0.122, -0.057], [-0.102, 0.352, -0.038], [0.173, -0.232, -0.191], [-0.198, -0.077, -0.253], [0.164, -0.173, -0.029], [-0.009, 0.009, 0.019], [0.006, 0.028, 0.054], [-0.041, -0.083, 0.094], [-0.045, 0.053, -0.038], [0.032, -0.004, 0.010], [0.146, -0.015, 0.020], [-0.063, 0.015, 0.025], [-0.055, -0.071, -0.132], [0.036, 0.150, -0.019], [0.039, 0.111, 0.333], [-0.043, 0.018, 0.091], [0.014, 0.096, -0.032], [-0.051, -0.094, -0.050], [-0.029, -0.027, 0.125], [0.088, -0.031, -0.017], [-0.016, 0.094, -0.017], [0.018, -0.028, 0.120], [-0.102, -0.054, -0.051], [0.090, -0.015, -0.043]], "e_lumo_ev": [4.25, 4.25], "total_charge": -2, "relative_energy_kcal_mol": 14.68, "e_homo_ev": [1.22, -1.56], "spin_multiplicity": 2, "orbital_gap_ev": [3.031, 5.809], "e_tot_ha": -7067.64071}


{"formula": "C28H31ClN6O5ReS4Si", "method": "wB97M-V/def2-TZVPD", "symbols": ["Re", "C", "Si", "C", "C", "C", "C", "C", "C", "N", "C", "S", "H", "H", "H", "H", "H", "H", "H", "H", "H", "H", "H", "H", "C", "C", "N", "C", "C", "S", "C", "C", "S", "C", "N", "C", "H", "H", "H", "H", "H", "H", "H", "H", "C", "O", "C", "O", "H", "H", "H", "O", "S", "O", "O", "C", "N", "C", "C", "C", "N", "C", "C", "C", "N", "C", "C", "H", "H", "H", "H", "H", "H", "Cl", "C", "H", "H"], "positions_angstrom": [[-0.00220, -0.12680, 0.32660], [1.96360, -2.17320, -5.91070], [0.26860, -2.19660, -5.03050], [-0.59420, -0.52630, -5.33180], [-0.84990, -3.58240, -5.71120], [0.64760, -2.71740, -3.23440], [1.23200, -3.95210, -2.99120], [1.43960, -4.39740, -1.69100], [1.04210, -3.58830, -0.64190], [0.53850, -2.37970, -0.83830], [0.34750, -1.95680, -2.09840], [-0.30560, -0.35840, -2.17660], [1.83170, -2.05640, -6.98090], [2.52370, -3.08890, -5.75000], [2.58280, -1.35020, -5.56630], [-0.70420, -0.36520, -6.40050], [-0.03560, 0.31220, -4.92870], [-1.58590, -0.49640, -4.89170], [-1.00930, -3.44850, -6.77640], [-1.82540, -3.58290, -5.23340], [-0.42130, -4.56950, -5.56770], [1.51690, -4.57800, -3.82450], [1.88680, -5.35880, -1.49690], [1.12100, -3.91500, 0.38680], [3.18090, -1.72820, 0.96500], [3.18990, -0.42330, 0.26310], [2.17200, 0.32800, -0.07060], [2.58230, 1.46470, -0.73700], [3.93290, 1.56510, -0.89510], [4.72810, 0.21960, -0.20990], [1.65760, 2.43360, -1.28430], [1.98670, 3.56030, -1.98780], [0.57890, 4.34050, -2.57060], [-0.38880, 3.08870, -1.81290], [0.31880, 2.21830, -1.19220], [-1.85610, 3.02700, -1.96550], [2.16910, -2.08980, 1.11110], [3.67400, -1.63190, 1.93330], [3.73460, -2.46390, 0.38160], [4.48670, 2.34260, -1.37760], [2.95240, 3.96560, -2.20260], [-2.31000, 4.00440, -1.82130], [-2.25290, 2.30890, -1.25280], [-2.09390, 2.69170, -2.97510], [-2.06980, 3.30470, 1.74780], [-1.67200, 2.08050, 1.12330], [-0.37710, 1.73640, 1.21850], [0.44610, 2.42740, 1.76240], [-3.04980, 3.55140, 1.35040], [-1.35060, 4.09740, 1.53450], [-2.13560, 3.16440, 2.82910], [-7.51550, -3.73040, -1.80220], [-8.33490, -4.30810, -0.76400], [-8.35830, -5.75290, -0.71160], [-9.56730, -3.61430, -0.46290], [-7.37540, -3.91260, 0.79570], [-7.82820, -4.38850, 1.92540], [-7.12680, -4.08480, 3.00760], [-5.96130, -3.33280, 2.94300], [-5.57480, -2.87940, 1.67960], [-6.32220, -3.17700, 0.61010], [-4.36730, -2.11180, 1.38710], [-3.82050, -2.17600, 0.10160], [-2.64700, -1.51460, -0.17670], [-1.96580, -0.78090, 0.72420], [-2.55530, -0.64120, 1.92720], [-3.71900, -1.27860, 2.29940], [-7.50230, -4.47870, 3.94200], [-5.36760, -3.15500, 3.82470], [-4.32990, -2.75210, -0.65630], [-2.23570, -1.57120, -1.17670], [-2.07100, 0.01700, 2.63270], [-4.10710, -1.11710, 3.29350], [0.20360, -2.36010, 2.71250], [0.52530, -0.62520, 2.41650], [1.58760, -0.47610, 2.63190], [-0.02050, -0.10430, 3.21100]], "atomic_forces_ev_per_a": [[1.565, 1.313, -1.972], [-0.666, -0.039, 0.287], [0.059, -0.246, -0.689], [0.295, -0.477, 0.319], [0.482, 0.528, 0.196], [-0.209, 0.404, -0.022], [-0.025, 0.082, 0.121], [-0.054, 0.004, 0.046], [0.206, -0.512, -0.005], [-0.337, 0.838, 0.302], [-0.009, -0.435, -0.072], [0.107, 0.268, 1.054], [-0.061, 0.032, -0.254], [0.051, -0.219, 0.063], [0.043, 0.187, 0.135], [0.033, -0.137, -0.252], [0.155, 0.087, 0.041], [-0.169, -0.058, 0.079], [-0.024, 0.054, -0.230], [-0.136, 0.085, 0.141], [0.146, -0.156, 0.048], [0.046, -0.148, -0.075], [-0.024, -0.111, 0.052], [0.069, -0.010, 0.037], [-0.131, -0.139, 0.110], [0.821, -0.019, -0.153], [-0.683, -0.183, 0.235], [1.129, 0.287, -0.150], [-0.289, -0.323, 0.239], [-0.846, 0.037, 0.078], [0.306, 0.779, -0.432], [-0.375, -0.330, 0.184], [-0.286, -0.780, 0.547], [-0.116, 1.027, -0.644], [-0.117, -1.455, 0.917], [-0.215, -0.048, -0.093], [0.117, 0.022, 0.049], [-0.048, -0.041, 0.044], [-0.008, -0.022, -0.010], [0.062, 0.205, -0.137], [0.296, 0.034, -0.013], [-0.090, 0.020, 0.060], [-0.101, 0.035, 0.023], [-0.086, -0.033, -0.034], [0.120, 0.258, 0.131], [-0.383, 0.126, -0.036], [0.123, -0.525, 0.596], [0.095, 0.227, 0.188], [-0.007, -0.033, -0.029], [-0.076, -0.051, 0.022], [0.046, 0.037, -0.074], [-0.039, 0.039, -0.483], [0.852, 0.247, 1.740], [-0.283, -0.211, -0.322], [-0.450, -0.047, -0.390], [-1.321, -0.518, -2.488], [-0.289, -0.346, 1.530], [-0.055, -0.080, -0.364], [0.473, 0.329, -0.229], [-1.236, -0.725, 0.342], [1.785, 0.987, 0.362], [0.665, 0.455, -0.173], [-0.016, 0.112, 0.351], [-0.127, -0.397, -0.390], [-0.744, -0.009, 0.178], [0.075, 0.148, 0.276], [0.051, -0.186, -0.283], [0.057, 0.019, 0.174], [0.073, 0.085, 0.150], [-0.030, -0.016, -0.081], [0.065, -0.008, 0.208], [0.077, -0.056, -0.047], [-0.030, 0.005, 0.050], [-0.085, -0.483, 0.035], [-0.106, 0.023, -0.461], [-0.159, 0.121, -0.233], [-0.004, 0.070, -0.421]], "e_lumo_ev": [-2.91, -2.50], "total_charge": 0, "relative_energy_kcal_mol": 51.40, "e_homo_ev": [-7.02, -7.02], "spin_multiplicity": 2, "orbital_gap_ev": [4.110, 4.524], "e_tot_ha": -4210.99735}